## w
{"formula": "C2H8N2O3", "method": "ωB97M-V/def2-TZVPD", "lumo_energy_ev": 0.65, "smiles": "[NH3+][O-].CC(=O)ON", "species": ["C", "C", "N", "N", "O", "O", "O", "H", "H", "H", "H", "H", "H", "H", "H"], "coordinates": [[-1.50, 1.37, 1.59], [-0.80, 0.50, 0.61], [-0.51, 0.12, -1.60], [1.89, -1.64, -0.51], [-0.32, -0.63, 0.81], [-0.86, 1.02, -0.61], [1.94, -0.64, -1.45], [-1.55, 2.48, 1.49], [-2.58, 1.26, 1.64], [-1.19, 1.19, 2.55], [-0.89, 0.65, -2.44], [0.54, 0.00, -1.74], [1.13, -1.51, 0.21], [2.74, -1.41, 0.07], [1.96, -2.75, -0.62]]}


## x
{"formula": "C2H8N2O3", "method": "ωB97M-V/def2-TZVPD", "lumo_energy_ev": 0.77, "smiles": "NC(N)=O.OCO", "species": ["C", "O", "O", "H", "H", "H", "H", "C", "N", "N", "O", "H", "H", "H", "H"], "coordinates": [[1.39, -1.19, -0.62], [-0.16, -1.08, -0.95], [1.89, 0.03, -0.99], [1.80, 0.08, -1.95], [-0.79, -1.37, -0.27], [1.56, -1.40, 0.43], [1.69, -1.99, -1.30], [-0.70, 0.56, 0.96], [-1.95, 0.17, 0.53], [-0.24, 1.71, 0.34], [-0.24, 0.16, 2.04], [0.23, 2.31, 1.00], [-2.43, 0.84, -0.05], [-2.46, -0.32, 1.26], [0.39, 1.50, -0.43]]}


Each structure's energy above the most stable one, in kJ/mol: w 395.5; x 0.0.


## w
{"formula": "C6H8N4O2", "method": "ωB97M-V/def2-TZVPD", "lumo_energy_ev": -0.35, "smiles": "C[C@H](C#N)/N=C/C#N.O=C=O.N", "species": ["C", "C", "C", "C", "C", "C", "N", "N", "N", "N", "O", "O", "H", "H", "H", "H", "H", "H", "H", "H"], "coordinates": [[0.01, -0.30, 2.23], [0.00, -1.51, 1.43], [0.06, -3.60, -2.83], [-0.52, 2.02, 2.69], [-0.13, 2.61, 4.19], [0.15, 3.11, 1.77], [-0.09, -2.57, 1.00], [0.00, 3.12, 5.20], [-0.49, 0.76, 1.79], [0.25, -2.20, -5.20], [-0.29, -2.65, -2.35], [0.44, -4.57, -3.31], [0.44, -0.42, 3.20], [-1.62, 2.27, 2.45], [0.03, 2.82, 0.81], [1.31, 3.31, 1.93], [-0.22, 4.05, 1.78], [-0.25, -2.82, -5.76], [-0.19, -1.34, -5.41], [1.12, -2.10, -5.63]]}


## x
{"formula": "C6H8N4O2", "method": "ωB97M-V/def2-TZVPD", "lumo_energy_ev": -0.54, "smiles": "C[C@H](C#N)/N=C/C#N.O=C=O.N", "species": ["C", "C", "C", "C", "C", "C", "N", "N", "N", "N", "O", "O", "H", "H", "H", "H", "H", "H", "H", "H"], "coordinates": [[-0.55, -1.27, 0.94], [-1.00, -0.23, 1.79], [-0.04, 1.96, -0.70], [1.20, -2.04, -0.63], [0.80, -3.50, -1.01], [1.74, -1.25, -1.89], [-1.25, 0.71, 2.37], [0.72, -4.60, -1.30], [0.44, -0.96, 0.24], [-2.35, 3.60, 1.52], [0.97, 2.34, -0.27], [-1.02, 1.51, -1.09], [-0.95, -2.29, 1.09], [2.05, -2.29, 0.01], [2.25, -0.38, -1.50], [0.81, -0.85, -2.28], [2.44, -1.90, -2.43], [-2.58, 3.78, 2.55], [-1.42, 3.16, 1.54], [-2.25, 4.52, 1.05]]}


Each structure's energy above the most stable one, in kJ/mol: w 122.6; x 0.0.


## w
{"formula": "C3H4F2", "method": "ωB97M-V/def2-TZVPD", "lumo_energy_ev": 0.70, "species": ["C", "C", "C", "H", "H", "H", "H", "F", "F"], "coordinates": [[-1.17, 0.26, 0.30], [0.17, -0.37, 0.20], [1.12, -0.18, -0.79], [-1.62, -0.65, -0.22], [-1.28, 0.39, 1.41], [-0.96, 1.60, -0.19], [0.98, 0.27, -1.70], [0.23, -0.95, 1.35], [2.53, -0.37, -0.36]]}


## x
{"formula": "C3H4F2", "method": "ωB97M-V/def2-TZVPD", "lumo_energy_ev": 1.08, "smiles": "F[C@@H]1C[C@@H]1F", "species": ["C", "C", "C", "H", "H", "H", "H", "F", "F"], "coordinates": [[0.73, -0.20, 0.38], [0.28, 0.64, -0.58], [-0.90, -0.10, 0.26], [1.14, -0.03, 1.35], [0.37, -0.19, -1.43], [0.42, 1.83, -0.63], [-1.36, 0.36, 1.12], [1.11, -1.38, -0.22], [-1.79, -0.93, -0.25]]}


## y
{"formula": "C3H4F2", "method": "ωB97M-V/def2-TZVPD", "lumo_energy_ev": 1.01, "species": ["C", "C", "C", "F", "F", "H", "H", "H", "H"], "coordinates": [[-1.10, 0.13, 1.15], [-0.56, 0.98, 0.31], [1.40, 1.25, 0.04], [-1.06, 1.73, -0.61], [2.16, 0.05, 0.31], [-2.07, -0.19, 1.45], [-0.46, -0.45, 1.87], [1.26, 1.43, -1.00], [1.65, 1.91, 0.82]]}


Each structure's energy above the most stable one, in kJ/mol: w 76.9; x 5.7; y 0.0.


## w
{"formula": "C23H22N2O3", "method": "ωB97M-V/def2-TZVPD", "lumo_energy_ev": 0.39, "smiles": "COC(=O)[C@H](CNCc1cc(O)cc(C#N)c1)Cc1cccc2ccccc12", "species": ["C", "O", "C", "O", "C", "C", "N", "C", "C", "C", "C", "O", "C", "C", "C", "N", "C", "C", "C", "C", "C", "C", "C", "C", "C", "C", "C", "C", "H", "H", "H", "H", "H", "H", "H", "H", "H", "H", "H", "H", "H", "H", "H", "H", "H", "H", "H", "H", "H", "H"], "coordinates": [[5.70, -2.41, 1.14], [4.55, -1.62, 0.79], [3.37, -2.26, 0.87], [3.27, -3.41, 1.23], [2.23, -1.38, 0.42], [0.92, -1.84, 1.06], [-0.01, -0.73, 1.14], [-1.31, -1.10, 1.66], [-2.31, 0.02, 1.54], [-3.66, -0.26, 1.71], [-4.62, 0.74, 1.60], [-5.92, 0.38, 1.78], [-4.24, 2.04, 1.29], [-2.88, 2.31, 1.11], [-2.49, 3.65, 0.78], [-2.18, 4.73, 0.50], [-1.92, 1.32, 1.24], [2.22, -1.44, -1.13], [1.00, -0.81, -1.74], [-0.02, -1.60, -2.20], [-1.25, -1.06, -2.63], [-1.45, 0.29, -2.58], [-0.42, 1.16, -2.13], [-0.63, 2.56, -2.04], [0.35, 3.38, -1.58], [1.60, 2.85, -1.19], [1.83, 1.50, -1.26], [0.82, 0.61, -1.72], [6.55, -1.76, 1.02], [5.62, -2.76, 2.17], [5.78, -3.27, 0.48], [2.44, -0.36, 0.75], [0.52, -2.70, 0.51], [1.12, -2.19, 2.08], [-0.15, -0.35, 0.21], [-1.73, -1.99, 1.16], [-1.20, -1.38, 2.72], [-3.99, -1.27, 1.94], [-6.48, 1.16, 1.68], [-4.97, 2.82, 1.18], [-0.87, 1.56, 1.11], [3.14, -0.98, -1.51], [2.24, -2.49, -1.43], [0.12, -2.68, -2.21], [-2.03, -1.72, -2.98], [-2.40, 0.72, -2.89], [-1.59, 2.96, -2.34], [0.16, 4.45, -1.49], [2.37, 3.51, -0.83], [2.79, 1.11, -0.96]]}


## x
{"formula": "C23H22N2O3", "method": "ωB97M-V/def2-TZVPD", "lumo_energy_ev": 0.29, "smiles": "C[C@@H](NC(=O)COC(=O)c1ccccc1Nc1ccccc1)c1ccccc1", "species": ["C", "H", "H", "H", "C", "N", "C", "O", "C", "H", "H", "O", "C", "O", "C", "C", "C", "C", "C", "C", "N", "C", "C", "C", "C", "C", "C", "H", "H", "H", "H", "H", "H", "H", "H", "H", "H", "H", "C", "C", "C", "C", "C", "C", "H", "H", "H", "H", "H", "H"], "coordinates": [[-2.52, 2.74, 4.14], [-3.57, 2.58, 3.89], [-2.08, 3.41, 3.41], [-2.46, 3.20, 5.12], [-1.78, 1.40, 4.13], [-1.94, 0.77, 2.84], [-2.27, -0.53, 2.68], [-2.58, -1.28, 3.58], [-2.26, -0.98, 1.22], [-1.92, -2.02, 1.16], [-3.28, -0.94, 0.82], [-1.41, -0.14, 0.45], [-1.05, -0.60, -0.77], [-1.49, -1.65, -1.20], [-0.12, 0.29, -1.47], [0.20, 1.54, -0.91], [1.05, 2.41, -1.55], [1.58, 2.06, -2.79], [1.29, 0.84, -3.35], [0.46, -0.09, -2.70], [0.16, -1.29, -3.26], [0.82, -1.97, -4.28], [2.19, -1.89, -4.48], [2.79, -2.60, -5.50], [2.04, -3.43, -6.32], [0.67, -3.54, -6.10], [0.07, -2.82, -5.09], [-1.00, -2.92, -4.91], [0.08, -4.19, -6.72], [2.51, -3.98, -7.12], [3.86, -2.53, -5.65], [2.80, -1.28, -3.82], [-0.62, -1.78, -2.82], [1.67, 0.60, -4.33], [2.22, 2.75, -3.31], [1.29, 3.36, -1.10], [-0.25, 1.81, 0.03], [-1.69, 1.30, 2.03], [-0.33, 1.61, 4.50], [0.00, 1.87, 5.83], [1.31, 2.10, 6.21], [2.31, 2.09, 5.26], [2.00, 1.82, 3.94], [0.69, 1.59, 3.56], [0.48, 1.37, 2.53], [2.78, 1.80, 3.19], [3.34, 2.27, 5.55], [1.54, 2.30, 7.24], [-0.79, 1.87, 6.58], [-2.24, 0.72, 4.86]]}


Each structure's energy above the most stable one, in kJ/mol: w 73.2; x 0.0.